Molecular formula: C32H86N6O11
Method: DFT, ωB97M-V/def2-TZVPD

CARTESIAN COORDINATES (ANGSTROEM)
C  -0.5096  -3.9182  -3.8008
O  -1.7429  -4.4504  -3.3638
H  0.1871  -4.7293  -4.0294
H  -0.6036  -3.2877  -4.6947
H  -0.1306  -3.2577  -3.0227
H  -2.1014  -5.0266  -4.0430
C  1.6126  -1.7195  -0.1384
O  0.4810  -1.3884  0.6443
H  2.3263  -0.8877  -0.1592
H  2.1110  -2.6199  0.2305
H  1.3130  -1.8650  -1.1781
H  0.7161  -0.6979  1.2736
C  3.3008  0.9621  2.0485
O  1.9089  0.8677  1.9238
C  1.2180  2.0182  2.3312
C  1.3733  3.1772  1.3753
N  0.9783  2.8189  0.0541
C  0.9786  3.8790  -0.9345
C  2.3268  4.5524  -1.1786
O  2.4288  4.7954  -2.5683
C  3.5854  5.5123  -2.9114
H  3.7548  0.0057  1.8116
H  3.5972  1.2935  3.0505
H  3.6866  1.6917  1.3231
H  1.5177  2.3240  3.3467
H  0.1573  1.7760  2.4330
H  2.3942  3.5996  1.4648
H  0.7513  4.0016  1.7481
H  1.3584  1.9510  -0.2904
H  0.0883  4.5099  -0.9221
H  0.8146  3.3476  -1.8809
H  3.1358  3.8661  -0.9023
H  2.3660  5.5031  -0.6296
H  3.4927  6.5824  -2.6735
H  3.7674  5.3871  -3.9749
H  4.4647  5.1876  -2.3349
C  -1.7587  -5.0450  3.8371
O  -2.3229  -4.4487  2.7030
C  -1.4120  -4.4636  1.6357
C  -1.9904  -3.9945  0.3116
N  -2.2050  -2.5444  0.2581
C  -2.7952  -2.1992  -1.0391
C  -4.2551  -2.5898  -1.2038
O  -5.0113  -1.9181  -0.2138
C  -6.3490  -1.7952  -0.5936
H  -1.7485  -6.1435  3.7285
H  -2.3886  -4.8803  4.7123
H  -0.7344  -4.6972  4.0106
H  -0.9711  -5.4682  1.4931
H  -0.5028  -3.8758  1.8748
H  -2.9067  -4.5569  0.1409
H  -1.1959  -4.2542  -0.4114
H  -1.2616  -2.1598  0.2178
H  -2.1700  -2.6299  -1.8355
H  -2.8429  -1.1169  -1.2024
H  -4.3923  -3.6737  -1.0919
H  -4.5440  -2.2764  -2.2142
H  -6.8312  -1.0726  0.0686
H  -6.9076  -2.7310  -0.4282
H  -6.4819  -1.4619  -1.6284
C  3.2566  0.0007  -3.2118
O  1.8949  -0.2802  -3.3137
C  1.3692  0.1030  -4.5743
C  -0.1143  -0.1911  -4.5614
N  -0.8762  0.4405  -3.4551
C  -0.8895  1.8986  -3.6038
C  -1.7173  2.4807  -2.5109
O  -2.0067  3.8329  -2.7527
C  -2.7839  4.3973  -1.7313
H  3.6062  -0.1483  -2.1874
H  3.4711  1.0815  -3.2998
H  3.8901  -0.5850  -3.8786
H  1.8334  -0.4884  -5.3781
H  1.6577  1.1456  -4.7647
H  -0.1779  -1.2623  -4.3415
H  -0.5924  -0.0031  -5.5212
H  -0.2274  0.2577  -2.6867
H  -1.3539  2.2196  -4.5403
H  0.1298  2.3000  -3.5616
H  -1.2253  2.3554  -1.5293
H  -2.6488  1.9067  -2.3758
H  -3.8196  4.0367  -1.8052
H  -2.7688  5.4749  -1.8726
H  -2.4059  4.1124  -0.7415
C  -6.7253  1.5690  2.9277
C  -5.7743  0.6936  2.0959
C  -4.3943  1.3559  2.0182
O  -3.4459  0.4412  1.5072
C  -2.4444  1.1247  0.7982
N  -5.6687  -0.6624  2.6402
H  -7.7481  1.2062  2.8588
H  -6.7583  2.5845  2.4991
H  -6.3299  1.7224  3.9334
H  -6.1760  0.6819  1.0804
H  -4.0931  1.6069  3.0510
H  -4.4455  2.2601  1.4046
H  -1.7253  0.3802  0.4561
H  -1.9746  1.9065  1.4128
H  -2.8612  1.6168  -0.0934
H  -5.6550  -0.5818  3.6545
H  -6.5281  -1.1723  2.4578
C  7.6981  -0.0937  0.1175
C  6.5605  -0.2000  -0.8877
C  6.9546  -1.0313  -2.1028
O  6.5768  -0.5534  -3.3702
C  7.1476  0.6746  -3.7541
N  5.4060  -0.7781  -0.1853
H  7.4302  0.6840  0.8429
H  8.6270  0.2567  -0.3304
H  7.8355  -1.0037  0.7020
H  6.3334  0.8163  -1.2302
H  6.5929  -2.0592  -2.0797
H  8.0527  -1.1817  -2.0985
H  6.8547  0.8703  -4.7826
H  8.2418  0.5815  -3.7009
H  6.8367  1.5276  -3.1414
H  5.5341  -0.8643  0.8076
H  4.5255  -0.3897  -0.4705
C  -2.8883  -0.1201  5.2809
C  -1.8808  -0.4698  4.2214
C  -0.4455  -0.6094  4.7571
O  0.3260  -1.3529  3.8359
C  1.6902  -1.3541  4.1445
N  -2.3129  -1.6961  3.5061
H  -3.8897  -0.0372  4.8618
H  -2.6589  0.8128  5.8059
H  -2.9613  -0.8985  6.0513
H  -1.8331  0.3469  3.4879
H  -0.4914  -1.1838  5.6990
H  0.0015  0.3715  4.9591
H  2.0869  -0.3670  4.3886
H  2.2230  -1.7629  3.2788
H  1.9548  -2.0841  4.9258
H  -2.5620  -2.3494  4.2500
H  -1.4453  -2.0860  3.1495

## Properties
SMILES = COC[C@H](C)N.COC[C@H](C)N.COC[C@H](C)N.COCCNCCOC.COCCNCCOC.COCCNCCOC.CO.CO
calculated total energy = -2426.6999 a.u.
orbital gap = 0.2824 hartree
total charge = 0

***

Molecular formula: C40H49F3N2PtS
Method: DFT, ωB97M-V/def2-TZVPD

CARTESIAN COORDINATES (ANGSTROEM)
Pt  -0.5339  0.1885  0.1136
C  0.0935  1.8619  1.5795
C  -1.2793  2.1268  1.1894
C  -2.0707  1.0281  1.6696
C  -1.0865  0.0981  2.1963
C  0.1943  0.6877  2.3363
C  1.2578  0.1549  3.2607
C  1.4603  -1.3523  3.0899
C  0.6799  0.4180  4.6700
C  2.5798  0.9063  3.1394
C  -3.5785  0.7948  1.8189
C  -3.7917  -0.5154  2.5929
C  -4.3642  0.7327  0.5113
C  -4.1607  1.9094  2.7105
C  -1.5632  3.5178  0.6110
C  -0.3936  3.9915  -0.2631
C  -1.6053  4.4458  1.8478
C  -2.8404  3.6763  -0.2022
H  0.8908  2.5599  1.4035
H  -1.3404  -0.8357  2.6731
H  0.5545  -1.9176  3.3135
H  2.2279  -1.6897  3.7858
H  1.7934  -1.6037  2.0851
H  -0.2642  -0.1043  4.8302
H  0.5240  1.4828  4.8471
H  1.3871  0.0529  5.4144
H  3.0444  0.7799  2.1656
H  3.2764  0.5248  3.8854
H  2.4532  1.9725  3.3364
H  -3.3850  -1.3931  2.0849
H  -4.8621  -0.6779  2.7219
H  -3.3531  -0.4609  3.5906
H  -3.9752  -0.0285  -0.1700
H  -4.3599  1.6674  -0.0323
H  -5.4030  0.4809  0.7252
H  -3.5822  2.0339  3.6272
H  -5.1778  1.6417  2.9978
H  -4.2140  2.8683  2.2021
H  0.5178  4.1833  0.3030
H  -0.6680  4.9326  -0.7365
H  -0.1739  3.2853  -1.0590
H  -0.6592  4.4277  2.3905
H  -2.4057  4.1858  2.5351
H  -1.7698  5.4697  1.5095
H  -2.8898  2.9667  -1.0310
H  -2.8527  4.6804  -0.6250
H  -3.7369  3.5803  0.3994
C  -5.6586  -2.2669  -0.0786
C  -5.1769  -3.6994  -0.3022
C  -5.5012  -4.5345  0.9438
C  -5.9151  -4.2710  -1.5226
C  -3.6696  -3.7592  -0.5393
C  -3.1046  -4.9823  -0.9627
C  -1.7533  -5.1342  -1.1643
C  -0.9397  -4.0269  -0.9480
S  0.7781  -3.9420  -1.1378
C  0.7318  -2.3103  -0.6663
N  -0.4638  -1.8376  -0.3678
C  -1.4631  -2.8029  -0.5294
C  -2.8321  -2.6731  -0.3171
C  1.8446  -1.3730  -0.6408
C  3.1634  -1.6934  -0.9516
C  4.1194  -0.6955  -0.9618
C  3.7471  0.6116  -0.6877
C  2.4356  0.9468  -0.3627
C  1.4778  -0.0560  -0.3100
H  -6.7412  -2.2639  0.0461
H  -5.4190  -1.6167  -0.9233
H  -5.2313  -1.8348  0.8277
H  -6.5751  -4.5281  1.1323
H  -5.0009  -4.1375  1.8288
H  -5.1918  -5.5726  0.8205
H  -6.9871  -4.1084  -1.4089
H  -5.7667  -5.3441  -1.6328
H  -5.5998  -3.7862  -2.4478
H  -3.7495  -5.8326  -1.1283
H  -1.3386  -6.0796  -1.4858
H  -3.2415  -1.7334  0.0263
H  3.4353  -2.7126  -1.1981
H  5.1467  -0.9318  -1.1993
H  4.4921  1.3968  -0.7150
H  2.2002  1.9838  -0.1797
F  -0.2938  2.2894  -6.6475
C  -0.4456  1.0240  -6.2524
F  0.5952  0.3151  -6.7045
F  -1.5584  0.5356  -6.7989
C  -0.4945  0.9425  -4.7385
C  0.3954  1.6867  -3.9827
C  0.3806  1.5552  -2.6102
N  -0.4823  0.7532  -1.9725
C  -1.3572  0.0478  -2.7162
C  -1.3949  0.1153  -4.0947
H  1.1017  2.3604  -4.4468
H  1.0741  2.1129  -2.0057
H  -2.0519  -0.5798  -2.1769
H  -2.1185  -0.4709  -4.6425

## Properties
calculated total energy = -2479.7469 a.u.
orbital gap = 0.2700 hartree
total charge = +2

***

Molecular formula: C4H12NO2P
Method: DFT, ωB97M-V/def2-TZVPD

CARTESIAN COORDINATES (ANGSTROEM)
C  -0.9521  2.1111  -0.8254
C  0.9260  -1.1944  1.8554
C  0.3504  1.3283  -0.8708
C  1.1042  -0.1202  0.9117
N  0.2424  0.1694  0.0201
O  1.4135  2.2407  -0.5935
O  -1.7650  -1.5049  0.0056
P  -0.9795  -2.4144  -1.0991
H  -0.8872  2.9315  -1.4286
H  -1.2367  2.4580  0.1627
H  -1.8298  1.4100  -0.9400
H  1.5213  -2.0532  1.5181
H  -0.1009  -1.3570  1.9936
H  1.3448  -1.0246  2.8173
H  0.4800  0.9565  -1.9157
H  1.9578  0.5204  0.9511
H  1.9021  2.3441  -1.3867
H  -1.3479  -0.5791  0.2219
H  -2.1748  -3.2578  -1.0855
H  0.0316  -2.9644  -0.3123

## Properties
SMILES = C/C=N/[C@@H](C)O.OP
calculated total energy = -706.1276 a.u.
orbital gap = 0.3249 hartree
total charge = 0

***

ΔE to the lowest compared entry with this formula, charge and spin values (in kJ/mol) by entry order: 0.0, 0.0, 294.0.